1.
Entry from the Open Molecules 2025 dataset: a structure of composition C19H28FO2Ti in a non-equilibrium geometry (wB97M-V/def2-TZVPD).

Last column: natural (NBO) charge in e.
Cartesian coordinates (Å):
O: -0.1840 1.4613 -0.5561  -0.59
C: 0.9956 1.9820 -1.2927  -0.06
C: 0.1914 3.1921 -1.7708  -0.45
H: 1.3368 1.2762 -2.0714  0.16
H: 1.8058 2.2128 -0.5732  0.20
C: -0.9410 2.6641 -0.8350  0.28
H: -0.0498 3.1065 -2.8398  0.22
H: 0.6232 4.1578 -1.4955  0.23
C: -2.2446 2.2980 -1.5331  -0.63
H: -2.0780 1.4729 -2.2447  0.21
H: -2.6839 3.1410 -2.0827  0.24
H: -2.9627 1.9592 -0.7748  0.21
C: -1.1064 3.3591 0.5155  -0.63
H: -0.1116 3.6237 0.8918  0.22
H: -1.5639 2.6701 1.2438  0.21
H: -1.7431 4.2527 0.4498  0.22
Ti: 0.2293 -1.9828 0.9426  1.56
C: 1.1083 0.7492 3.8415  -0.35
C: 2.0214 -0.0724 3.1304  -0.19
C: 2.4441 0.6426 1.9670  -0.24
H: 2.3963 -1.0419 3.4522  0.24
C: 1.9065 1.9578 2.0454  -0.31
C: 1.0227 2.0059 3.1660  -0.15
H: 0.4868 2.8873 3.5215  0.23
H: 0.6166 0.4868 4.7648  0.23
H: 3.0662 0.2315 1.1628  0.22
H: 2.1756 2.8040 1.4186  0.22
C: -0.9725 -2.1738 2.5452  -0.36
C: -1.2330 -0.8124 2.1110  -0.27
C: -1.8768 -0.8920 0.8299  -0.29
H: -1.0580 0.1081 2.6459  0.28
C: -2.0265 -2.2787 0.4735  -0.23
C: -1.4516 -3.0836 1.5073  -0.38
H: -1.5524 -4.1728 1.5324  0.28
H: -0.3226 -2.4354 3.3752  0.29
H: -2.3732 -0.0512 0.3284  0.27
H: -2.5751 -2.6385 -0.4055  0.26
O: 0.2880 -2.0777 -0.9460  -0.59
C: -0.2806 -1.2726 -2.0518  -0.06
C: 0.1323 -1.9599 -3.3452  -0.44
H: 0.1352 -0.2669 -1.9426  0.23
H: -1.3684 -1.2109 -1.9044  0.21
C: 1.1822 -3.0059 -2.9798  -0.44
H: 0.5306 -1.1976 -4.0175  0.24
H: -0.7779 -2.3836 -3.7772  0.23
C: 1.1927 -3.1620 -1.4482  -0.07
H: 2.1662 -2.6591 -3.3066  0.24
H: 0.9611 -3.9584 -3.4665  0.25
H: 2.1811 -2.9766 -1.0050  0.22
H: 0.7601 -4.1016 -1.0605  0.22
F: 1.5817 -2.8343 1.8641  -0.56

Cartesian forces, eV/Å:
O 1.3218 -0.5450 -0.6720
C -0.4341 -0.2418 0.8999
C -0.1388 -0.2259 0.1872
H -0.0022 0.3092 0.3309
H -0.3565 -0.2705 -0.5693
C -0.0462 0.1635 -0.0804
H -0.0252 0.3906 0.3872
H -0.1994 -0.0944 -0.2966
C -0.0881 -0.0483 0.1951
H 0.0175 0.3342 0.1746
H 0.1250 -0.1363 0.2428
H -0.0446 0.0604 -0.2460
C -0.1905 0.3133 -0.3382
H -0.2796 0.0777 0.0040
H 0.1165 0.1189 -0.3333
H 0.2478 -0.1408 0.0011
Ti 4.7243 1.0392 1.1283
C 0.4774 0.2770 -0.5785
C -1.8682 -0.5183 0.7900
C -0.2943 1.6735 -1.3540
H -0.1187 0.2799 -0.1212
C 0.2689 -1.1233 -0.1058
C 0.8891 -0.9051 0.4701
H 0.1099 -0.3509 -0.1728
H 0.0221 0.0419 0.0474
H 0.0156 0.3843 0.5803
H -0.2304 -0.3121 0.0299
C -1.8341 0.3003 0.3083
C -0.8853 -1.2404 -0.4462
C -0.7623 -1.0519 0.7967
H 0.4323 -0.0155 0.0499
C -0.5635 1.0253 1.1034
C -1.4579 0.3149 0.7007
H 0.4684 0.4702 0.0965
H -0.4391 -0.0543 0.0028
H 0.8330 -0.4302 -0.0353
H 0.5885 0.0710 0.3690
O 0.5319 -0.1217 -2.2782
C 0.0825 0.4446 0.1075
C -0.7352 0.3521 0.3441
H -0.2103 -0.3849 0.0819
H 0.4573 -0.1545 0.0532
C 0.3896 -0.2613 0.1138
H -0.0749 -0.2741 -0.0967
H 0.3786 -0.1574 -0.2101
C -0.2746 0.1798 -0.1096
H -0.1280 -0.2271 0.0319
H 0.1819 0.1205 0.1090
H -0.3181 -0.1681 -0.1253
H 0.2753 0.3605 -0.3298
F -0.9547 0.3513 -1.2383

Values from the calculation:
2S+1: 1
E_HOMO (alpha / beta) (hartree): -0.3633 / -0.3660
Lowest unoccupied orbital energy (alpha / beta) (eV): -5.414 / -5.407
HOMO-LUMO gap (alpha / beta) (eV): 4.5 / 4.6
Total charge: +1

2.
Entry from the Open Molecules 2025 dataset: a structure of composition C3H7NS2 in a non-equilibrium geometry (wB97M-V/def2-TZVPD).

Last column: natural (NBO) charge in e.
Cartesian coordinates (Å):
C: -2.9139 -0.6072 -0.6823  -0.75
C: -0.1792 -0.1567 -0.2563  -0.68
C: 3.4080 0.8285 0.9221  -0.09
H: -3.8003 -0.1267 -1.0471  0.23
H: -2.5798 -1.1941 -1.4863  0.22
H: -3.1593 -1.3128 0.0942  0.21
H: 0.3116 -0.2653 -1.2309  0.23
H: -0.2080 -1.1105 0.2175  0.22
H: 4.3389 0.2966 0.8431  0.18
H: 3.3760 1.5426 1.7853  0.15
N: 2.3478 0.3728 0.3626  -0.56
S: -1.7667 0.6549 -0.1375  0.21
S: 0.8250 1.0779 0.6157  0.42

Cartesian forces, eV/Å:
C -0.1863 -0.0234 0.6914
C 0.7742 0.7754 -0.3222
C -1.7612 -0.1287 1.5852
H -0.5228 0.4053 0.1069
H 0.9140 -0.5415 -1.2543
H -0.2141 -0.0453 0.5156
H -0.6544 0.1114 -0.1026
H 0.1275 -0.6283 0.6634
H 0.2754 -0.1794 -0.6345
H -0.0186 -0.0407 -0.9814
N 0.9785 0.3763 -0.1892
S -0.4584 0.3141 -0.5718
S 0.7464 -0.3951 0.4935

Values from the calculation:
2S+1: 1
E_HOMO (hartree): -0.3191
Lowest unoccupied orbital energy (eV): 0.838
HOMO-LUMO gap (eV): 9.5

Relative energy (zero: lowest compared OMol25 entry of this formula, charge and spin) values (in kJ/mol) by entry order: 251.8, 162.9.